Record 1
A molecular structure, C6H18FeNO9, computed with the ωB97M-V functional and the def2-TZVPD basis.

As for the largest force on an atom: 4.82 eV Å⁻¹. The calculation puts the HOMO energy (alpha / beta) at -2.9 / -8.7 eV. As for the multiplicity: 6. The value obtained for the relative energy (zero: lowest compared OMol25 entry of this formula, charge and spin) is 0.0 kJ/mol. The calculation puts the electronic energy at -60810.3321 eV. The calculation puts the lowest unoccupied orbital energy (alpha / beta) at 0.31 / 0.13 eV. The frontier orbital gap (alpha / beta) comes out at 3.232 / 8.852 eV.

Structure (XYZ):
```
35
C6H18FeNO9, DFT the ωB97M-V functional and the def2-TZVPD basis
Fe 0.16582 -0.02214 -0.04594
N -3.00413 -0.93010 0.30611
O -3.22057 -1.37264 1.39472
O -1.85018 -0.67901 0.02854
O -3.91737 -0.79409 -0.52319
C 2.95053 -0.67850 -0.42980
C 2.22282 -1.99475 -0.27525
O 0.82013 -1.87964 -0.66376
O 2.22094 0.36210 0.17590
H 3.13779 -0.50777 -1.48994
H 3.83224 -0.70751 0.21039
H 2.23752 -2.37241 0.74712
H 2.72575 -2.80460 -0.80375
H 0.59129 -2.75688 -0.97948
H 2.80593 1.06142 0.47645
C -1.73894 1.54985 -2.43900
C -0.82214 0.39944 -2.83759
O 0.38571 0.49219 -2.10497
O -1.66990 1.84625 -1.05499
H -2.76207 1.24708 -2.66176
H -1.64356 2.42561 -3.08091
H -0.58554 0.43115 -3.90112
H -1.29594 -0.56080 -2.63376
H 1.05327 0.78789 -2.72828
H -2.54517 2.10810 -0.76018
C 0.17534 1.32590 2.73687
C -0.16314 -0.15707 2.95168
O 0.37563 -0.96820 2.02473
O -0.11042 1.67836 1.31642
H 1.15929 1.65587 3.07013
H -0.50244 1.94433 3.32530
H -1.22201 -0.37588 2.81379
H 0.11658 -0.53292 3.93586
H 0.58410 -1.77007 2.50965
H -0.50716 2.54944 1.39001
```

***

Record 2
A single C24H26N4O4S molecule, computed with the ωB97M-V functional and the def2-TZVPD basis.

As for the largest force on an atom: 1.31 eV Å⁻¹. The calculation puts the HOMO energy at -8.7 eV. The value obtained for the relative energy (zero: lowest compared OMol25 entry of this formula, charge and spin) is 176.9 kJ/mol. The calculation puts the electronic energy at -50296.5225 eV. The calculation puts the lowest unoccupied orbital energy at 0.71 eV. The frontier orbital gap comes out at 9.435 eV.

Structure (XYZ):
```
59
C24H26N4O4S, DFT the ωB97M-V functional and the def2-TZVPD basis
O 2.59262 -0.35810 -0.46442
C 2.51446 -1.57184 -0.58934
N 1.34950 -2.21451 -0.83044
H 1.30059 -3.22264 -0.78880
C 0.10142 -1.49914 -0.77344
H 0.36400 -0.45988 -0.58911
H -0.43587 -1.58234 -1.72656
C -0.79950 -2.10493 0.30161
O -0.78631 -3.30799 0.48945
N -1.58915 -1.26522 1.00643
C -2.55877 -1.84031 1.93459
C -3.94658 -1.46556 1.54148
C -4.78717 -0.58618 2.15607
C -6.00993 -0.42391 1.46923
C -6.06975 -1.17324 0.33924
S -4.64444 -2.09410 0.08957
H -6.87022 -1.23985 -0.37037
H -6.80127 0.22316 1.80263
H -4.54962 -0.08190 3.07732
H -2.34681 -1.48583 2.94992
H -2.41654 -2.92362 1.89356
C -1.52123 0.18197 0.97250
C -0.33043 0.73273 1.71802
C -0.29408 2.08940 2.04938
N 0.72015 2.67273 2.65606
C 1.76324 1.93044 2.98879
C 1.82222 0.56636 2.75233
C 0.75721 -0.04095 2.10819
H 0.77507 -1.10486 1.92429
H 2.68082 -0.01046 3.05613
H 2.57478 2.45549 3.47349
H -1.12996 2.73601 1.80873
C -1.68866 0.70113 -0.48722
O -2.58169 0.26593 -1.18033
N -0.82342 1.64943 -0.86565
H -0.04863 1.89490 -0.26759
C -0.79596 2.24290 -2.18720
C -0.42558 3.72080 -2.07051
H -0.94754 4.21031 -1.24960
H -0.69457 4.22705 -2.99721
C 1.09905 3.71875 -1.88078
H 1.55250 4.57199 -2.38272
H 1.35411 3.79319 -0.82302
C 1.60070 2.38349 -2.46759
H 2.34128 2.54236 -3.24944
H 2.06696 1.76905 -1.69698
C 0.35727 1.67885 -3.02177
H 0.42855 0.59567 -2.94975
H 0.19504 1.94396 -4.06672
H -1.77453 2.06419 -2.63768
H -2.43358 0.53908 1.47137
C 3.69042 -2.44728 -0.52125
C 5.01039 -2.12724 -0.32845
C 5.71654 -3.34839 -0.34153
C 4.78008 -4.31905 -0.53950
O 3.55641 -3.78932 -0.64857
H 4.86097 -5.38558 -0.61741
H 6.77112 -3.48629 -0.22097
H 5.40432 -1.14081 -0.19841
```

***

Record 3
A single C4H8O molecule, computed with the ωB97M-V functional and the def2-TZVPD basis.

As for the largest force on an atom: 3.80 eV Å⁻¹. The calculation puts the HOMO energy at -9.8 eV. The value obtained for the relative energy (zero: lowest compared OMol25 entry of this formula, charge and spin) is 78.9 kJ/mol. The calculation puts the electronic energy at -6324.3497 eV. The calculation puts the lowest unoccupied orbital energy at 0.91 eV. The frontier orbital gap comes out at 10.706 eV.

Structure (XYZ):
```
13
C4H8O, DFT the ωB97M-V functional and the def2-TZVPD basis
C 0.27051 1.34069 -0.04950
C -0.02812 -0.02023 0.41843
C -1.20529 -0.75360 -0.29730
C 1.29058 -0.75992 0.23690
H 0.65933 1.27747 -1.08878
H -0.63619 1.94795 -0.00386
H 1.05457 1.84568 0.41515
H -0.24276 -0.02714 1.53869
H -2.15272 -0.19942 -0.04633
H -1.36475 -1.70736 0.01527
H -1.26386 -0.80791 -1.41789
H 1.33031 -1.80024 0.62084
O 2.28840 -0.33597 -0.34160
```